{"formula": "C29H49BaN7O7S5Sb", "method": "ωB97M-V/def2-TZVPD", "species": ["Ba", "C", "C", "C", "C", "C", "C", "N", "C", "C", "N", "C", "C", "O", "O", "C", "C", "C", "C", "C", "C", "N", "C", "C", "N", "C", "C", "O", "O", "H", "H", "H", "H", "H", "H", "H", "H", "H", "H", "H", "H", "H", "H", "H", "H", "H", "H", "H", "H", "H", "H", "H", "H", "H", "H", "H", "H", "H", "H", "H", "H", "H", "H", "H", "H", "H", "H", "H", "S", "Sb", "S", "S", "O", "H", "H", "N", "C", "C", "C", "C", "C", "C", "S", "O", "O", "N", "C", "S", "C", "C", "N", "H", "H", "H", "H", "H", "H", "H", "H"], "xyz": [[0.062, -2.111, 1.908], [3.245, 3.312, 1.176], [2.834, 3.034, -0.273], [1.925, 4.110, -0.908], [0.517, 4.480, -0.382], [0.503, 4.946, 1.080], [0.066, 5.694, -1.223], [-0.412, 3.337, -0.484], [-0.941, 3.033, -1.819], [-2.153, 2.096, -1.774], [-1.854, 0.683, -1.545], [-2.575, 0.131, -0.391], [-2.174, 0.752, 0.960], [-2.498, 1.920, 1.205], [-1.547, -0.025, 1.758], [-2.072, -0.181, -2.738], [-3.543, -0.300, -3.155], [-1.247, 0.263, -3.957], [0.239, -0.111, -4.001], [0.846, 0.539, -5.253], [0.403, -1.633, -4.112], [0.868, 0.485, -2.820], [2.197, 0.038, -2.466], [2.950, 1.164, -1.777], [2.328, 1.675, -0.555], [2.395, 0.695, 0.504], [1.446, 0.919, 1.664], [0.532, 1.844, 1.541], [1.544, 0.257, 2.682], [3.626, 4.333, 1.235], [4.054, 2.645, 1.479], [2.435, 3.210, 1.889], [3.777, 3.145, -0.833], [1.795, 3.815, -1.955], [2.509, 5.039, -0.920], [1.313, 5.654, 1.267], [0.581, 4.112, 1.771], [-0.446, 5.450, 1.280], [0.655, 6.571, -0.944], [-0.987, 5.914, -1.031], [0.199, 5.520, -2.291], [0.388, 2.188, 0.605], [-1.194, 3.461, 0.157], [-0.143, 2.595, -2.420], [-1.291, 3.946, -2.322], [-2.684, 2.224, -2.725], [-2.820, 2.450, -0.987], [-2.379, -0.942, -0.361], [-3.663, 0.277, -0.476], [-1.749, -1.186, -2.446], [-3.926, 0.643, -3.560], [-4.167, -0.616, -2.322], [-3.622, -1.072, -3.920], [-1.331, 1.348, -4.082], [-1.713, -0.187, -4.838], [0.375, 0.142, -6.155], [1.918, 0.332, -5.316], [0.707, 1.622, -5.221], [-0.159, -2.005, -4.972], [0.049, -2.147, -3.219], [1.455, -1.895, -4.250], [0.237, 0.401, -2.026], [2.760, -0.193, -3.374], [2.206, -0.881, -1.864], [2.986, 1.993, -2.487], [3.990, 0.841, -1.579], [3.397, 0.541, 0.930], [2.130, -0.284, 0.090], [-2.347, -5.194, 1.538], [-2.069, -4.816, -0.750], [-0.365, -3.264, -0.810], [-3.856, -4.044, -2.033], [-1.881, -1.515, 3.912], [-1.348, -1.177, 4.638], [-1.988, -0.750, 3.302], [3.374, -9.108, 3.819], [3.197, -7.716, 3.880], [4.189, -6.908, 4.440], [4.009, -5.539, 4.528], [2.831, -4.969, 4.058], [1.836, -5.764, 3.510], [2.019, -7.133, 3.426], [2.668, -3.204, 4.062], [1.272, -2.923, 4.406], [3.697, -2.696, 4.939], [2.820, -2.782, 2.553], [3.988, -2.584, 1.919], [5.607, -2.519, 2.676], [6.304, -2.206, 1.112], [5.309, -2.150, 0.198], [4.034, -2.353, 0.632], [4.339, -9.386, 3.738], [2.810, -9.551, 3.111], [5.107, -7.358, 4.803], [4.773, -4.903, 4.951], [0.921, -5.318, 3.140], [1.245, -7.754, 2.992], [7.364, -2.083, 0.973], [5.460, -1.958, -0.858]], "forces_ev_per_angstrom": [[-0.306, -0.405, 0.444], [-0.010, -0.054, -0.116], [0.044, 0.173, 0.084], [0.009, -0.112, 0.044], [-0.026, 0.081, -0.037], [-0.018, -0.055, -0.104], [0.037, -0.091, 0.048], [0.005, 0.047, 0.050], [0.014, -0.048, 0.014], [0.076, 0.091, -0.054], [0.027, -0.063, 0.008], [0.019, -0.023, 0.112], [0.063, -0.043, -0.039], [-0.011, 0.019, -0.017], [-0.068, -0.138, -0.153], [0.001, -0.036, -0.040], [0.105, 0.033, 0.008], [-0.060, 0.010, 0.040], [0.015, -0.013, -0.071], [-0.009, -0.032, 0.079], [0.012, 0.110, 0.105], [-0.040, -0.034, 0.031], [-0.002, -0.002, 0.021], [0.015, 0.022, -0.037], [-0.048, -0.085, -0.050], [0.103, -0.079, 0.029], [0.048, 0.177, 0.073], [-0.007, -0.020, 0.013], [-0.015, -0.084, -0.182], [-0.022, 0.017, 0.016], [-0.009, -0.008, 0.007], [0.015, 0.040, 0.055], [-0.005, -0.042, 0.001], [0.016, 0.032, -0.001], [-0.015, 0.020, -0.026], [0.010, 0.000, 0.017], [0.018, 0.026, 0.049], [0.011, 0.007, 0.028], [0.003, 0.005, -0.020], [-0.005, 0.007, -0.013], [-0.021, 0.043, -0.015], [-0.099, 0.011, -0.082], [0.012, -0.045, 0.006], [-0.035, -0.009, -0.027], [0.022, 0.023, 0.008], [-0.008, 0.001, 0.044], [-0.043, -0.002, 0.003], [-0.018, 0.004, -0.043], [0.026, 0.001, -0.053], [0.014, 0.039, 0.096], [-0.025, -0.025, -0.006], [-0.041, -0.023, -0.020], [-0.068, 0.009, -0.012], [-0.020, -0.006, -0.033], [-0.007, 0.039, -0.014], [0.011, 0.009, -0.017], [-0.004, 0.005, -0.029], [-0.004, -0.005, -0.001], [0.030, -0.035, -0.017], [-0.023, -0.027, 0.019], [-0.008, -0.034, -0.036], [-0.001, 0.047, -0.002], [0.010, -0.023, 0.007], [-0.002, -0.018, -0.028], [0.018, -0.016, -0.012], [-0.007, 0.049, 0.040], [-0.008, -0.011, 0.042], [0.044, 0.016, -0.044], [0.084, 0.108, -0.040], [-0.682, -0.155, 0.192], [0.813, 0.591, -0.531], [0.219, -0.153, 0.220], [0.118, 0.108, -0.017], [0.017, -0.009, 0.107], [-0.065, -0.013, 0.028], [-0.033, 0.018, 0.029], [0.226, 0.006, 0.107], [-0.048, -0.078, -0.031], [-0.173, -0.003, -0.106], [0.298, 0.084, 0.202], [-0.022, -0.045, -0.044], [-0.145, 0.069, -0.056], [-0.446, -0.022, -0.021], [0.482, -0.101, -0.207], [0.015, 0.013, 0.037], [-0.339, 0.065, 0.079], [0.504, 0.173, 0.047], [-0.217, -0.035, -0.209], [-0.375, -0.102, 0.345], [0.266, 0.085, -0.292], [-0.198, -0.014, -0.005], [0.019, -0.015, -0.014], [-0.010, -0.010, -0.024], [-0.009, -0.022, 0.000], [-0.004, 0.016, 0.010], [-0.047, -0.066, -0.007], [-0.029, 0.040, -0.004], [0.019, 0.009, -0.023], [0.027, -0.007, 0.040]], "mulliken_charge": [1.07, -1.88, 0.37, -2.13, 2.56, -1.85, -2.23, -0.22, -0.48, -1.76, 1.05, -0.58, 0.07, -0.77, -0.46, 0.76, -1.81, -1.21, 1.75, -2.17, -1.63, 1.02, -1.07, -1.38, 1.38, 0.32, -0.49, -0.48, -0.63, 0.49, 0.54, 0.25, 0.40, 0.29, 0.63, 0.40, 0.21, 0.52, 0.53, 0.41, 0.43, 0.22, 0.47, 0.05, 0.40, 0.45, 0.67, 0.26, 0.34, -0.22, 0.23, 0.37, 0.52, 0.14, 0.62, 0.47, 0.34, 0.39, 0.40, 0.07, 0.43, -0.40, 0.72, 0.24, 0.52, 0.19, 0.25, -0.07, -0.71, 0.48, -0.44, -0.71, -0.66, 0.27, 0.45, -0.62, 1.22, -0.62, -0.43, 0.03, -0.66, -0.91, 1.05, -0.83, -0.76, 0.15, 0.07, -0.13, -0.43, -0.59, -0.28, 0.22, 0.24, 0.26, 0.47, 0.46, 0.32, 0.39, 0.41], "total_energy_ha": -4301.4053, "spin_multiplicity": 2, "total_charge": -2, "e_above_lowest_kj_mol": 91.1}

{"formula": "C29H49Cl3F12N4O12", "method": "ωB97M-V/def2-TZVPD", "species": ["C", "O", "N", "C", "C", "H", "H", "H", "H", "H", "H", "H", "C", "O", "N", "C", "C", "H", "H", "H", "H", "H", "H", "H", "C", "O", "N", "C", "C", "H", "H", "H", "H", "H", "H", "H", "C", "O", "N", "C", "C", "H", "H", "H", "H", "H", "H", "H", "C", "C", "O", "C", "O", "C", "F", "F", "F", "H", "H", "H", "H", "H", "C", "C", "O", "C", "O", "C", "F", "F", "F", "H", "H", "H", "H", "H", "C", "C", "O", "C", "O", "C", "F", "F", "F", "H", "H", "H", "H", "H", "C", "C", "O", "C", "O", "C", "F", "F", "F", "H", "H", "H", "H", "H", "C", "Cl", "Cl", "Cl", "H"], "xyz": [[1.097, 0.218, -1.087], [2.075, 0.694, -0.543], [0.066, -0.226, -0.302], [-1.225, -0.715, -0.812], [0.175, -0.188, 1.136], [0.950, 0.094, -2.171], [-1.159, -1.798, -0.917], [-1.463, -0.308, -1.794], [-2.017, -0.350, -0.157], [1.187, -0.239, 1.538], [-0.336, 0.700, 1.506], [-0.412, -0.985, 1.592], [-1.517, -2.506, 1.060], [-1.357, -3.020, -0.031], [-2.580, -2.798, 1.857], [-2.570, -2.262, 3.223], [-3.727, -3.594, 1.508], [-0.773, -1.868, 1.562], [-1.956, -2.905, 3.854], [-3.538, -1.884, 3.552], [-2.020, -1.322, 3.261], [-3.585, -4.180, 0.600], [-3.890, -4.285, 2.335], [-4.655, -3.031, 1.406], [-0.433, -0.761, -4.511], [0.294, -0.324, -3.587], [-1.720, -1.077, -4.359], [-2.436, -0.666, -3.165], [-2.591, -1.502, -5.403], [-0.025, -1.094, -5.478], [-1.817, -0.164, -2.421], [-2.819, -1.562, -2.677], [-3.240, 0.035, -3.388], [-3.445, -2.066, -5.030], [-3.047, -0.697, -5.979], [-2.136, -2.250, -6.052], [2.630, -0.626, 2.954], [2.519, -1.527, 3.786], [3.695, -0.244, 2.334], [3.724, 0.809, 1.279], [4.970, -0.819, 2.719], [1.774, 0.024, 2.718], [4.367, 0.469, 0.468], [4.237, 1.688, 1.667], [2.705, 1.070, 0.992], [5.675, -0.995, 1.907], [5.484, -0.265, 3.504], [4.901, -1.763, 3.259], [-3.293, 4.166, 1.309], [-1.993, 3.932, 2.058], [-1.621, 2.590, 2.194], [-1.915, 1.799, 3.235], [-2.434, 2.224, 4.278], [-1.854, 0.288, 2.879], [-0.770, -0.193, 3.362], [-2.856, -0.326, 3.379], [-1.849, 0.036, 1.590], [-4.092, 3.850, 1.980], [-3.429, 3.678, 0.344], [-3.492, 5.233, 1.201], [-2.134, 4.536, 2.955], [-1.221, 4.430, 1.471], [0.371, 3.112, -0.254], [0.569, 2.496, 1.125], [0.249, 3.508, 2.043], [0.338, 3.369, 3.395], [0.721, 2.327, 3.863], [0.093, 4.633, 4.241], [-0.999, 4.507, 4.941], [1.110, 4.832, 5.089], [-0.006, 5.736, 3.431], [0.935, 4.023, -0.455], [-0.659, 3.285, -0.566], [0.828, 2.438, -0.978], [1.587, 2.203, 1.383], [-0.058, 1.637, 1.362], [-2.492, -3.914, -3.163], [-1.334, -4.576, -2.477], [-0.191, -4.096, -3.175], [0.546, -3.011, -2.774], [0.432, -2.500, -1.676], [1.693, -2.619, -3.832], [1.269, -2.509, -5.048], [2.280, -1.509, -3.401], [2.618, -3.563, -3.962], [-2.510, -4.186, -4.219], [-2.408, -2.833, -3.054], [-3.443, -4.243, -2.743], [-1.422, -5.660, -2.540], [-1.240, -4.239, -1.444], [1.741, 1.116, -3.718], [2.656, 2.322, -3.636], [3.351, 2.246, -2.372], [2.913, 2.961, -1.293], [1.877, 3.640, -1.286], [3.790, 2.808, -0.077], [3.027, 2.682, 1.043], [4.711, 1.869, -0.164], [4.466, 3.962, 0.123], [2.319, 0.192, -3.742], [1.201, 1.180, -4.663], [1.131, 1.021, -2.820], [2.115, 3.264, -3.730], [3.366, 2.302, -4.463], [1.209, -3.083, 3.189], [0.556, -1.577, 2.476], [1.146, -4.358, 1.941], [0.232, -3.483, 4.610], [2.228, -2.891, 3.523]], "forces_ev_per_angstrom": [[-2.182, -1.838, 1.876], [0.551, 0.267, -1.319], [-0.120, 0.268, 0.005], [1.496, 1.784, 0.121], [1.037, 4.008, -3.914], [-0.162, -1.213, 2.472], [-0.505, 1.312, -0.392], [5.187, -1.054, 8.306], [-0.007, -0.488, -0.682], [-0.387, 1.913, -2.670], [1.492, -2.669, -0.358], [-0.474, 4.553, -3.652], [-2.535, -2.354, 0.663], [-0.632, -2.084, 1.053], [0.013, 1.060, 0.291], [2.247, -3.285, -0.661], [0.118, -0.857, 0.056], [-3.335, -4.083, -1.583], [-1.179, -0.665, 0.423], [-0.194, -2.126, 0.121], [1.297, -7.115, -0.395], [0.263, 0.171, 0.021], [-0.093, -0.231, -0.041], [0.090, 0.423, -0.052], [0.781, -0.165, 1.309], [-5.620, -3.658, -3.252], [-0.837, 1.001, 0.785], [-1.448, 0.409, -1.936], [-0.649, -1.018, -1.238], [-0.274, 0.753, 0.084], [-3.779, 1.450, -7.792], [-0.375, 0.918, 0.275], [-0.289, -0.173, -0.400], [0.091, 0.146, 0.601], [0.332, 0.253, -0.112], [0.422, 0.372, -0.275], [-0.136, 1.415, 1.678], [3.455, 4.014, 2.181], [2.679, 0.019, -1.197], [1.090, -5.039, 4.443], [0.781, -0.783, 0.793], [1.253, 0.514, 0.912], [-1.338, -1.924, 1.199], [0.513, -1.895, 1.441], [1.444, -2.282, 0.712], [-0.335, 0.325, -0.288], [-0.014, 0.874, -0.249], [-0.744, -0.262, -0.455], [-1.118, -0.708, 0.787], [-1.860, 2.951, -1.532], [-2.852, -2.820, 0.533], [-3.472, 3.256, 1.390], [1.700, -1.857, -2.450], [-0.253, 5.192, -0.227], [0.315, 2.089, 3.803], [-5.522, 9.150, 2.083], [-5.389, 1.110, 0.147], [-0.398, -0.304, -0.218], [0.349, -0.071, 0.041], [0.465, 0.094, -0.134], [0.431, -0.798, 0.453], [-0.533, -0.301, 0.314], [-4.136, -1.894, 2.414], [0.090, 0.385, 0.124], [3.060, 3.380, 3.540], [2.355, -1.474, -3.088], [-0.520, 0.267, 0.795], [0.876, 0.883, -1.057], [-0.815, 0.161, 0.610], [-0.180, -0.114, -0.445], [0.066, -0.767, 0.830], [-3.005, 0.421, 3.118], [-0.608, -0.430, 0.439], [-2.077, -0.569, 0.741], [-1.956, -0.255, -0.346], [1.139, 3.456, -0.998], [-0.616, -0.234, 0.057], [-0.359, 0.842, 0.832], [2.635, 1.010, -1.603], [-0.853, -1.364, 2.088], [1.528, -0.969, -3.188], [-0.117, -1.154, 2.079], [-0.989, 0.639, -1.969], [0.783, -1.517, 0.027], [0.733, -0.804, 1.156], [0.086, 0.071, -0.083], [0.088, -1.163, -0.200], [-0.068, 0.041, 0.163], [0.610, 0.054, -0.190], [-0.217, -0.446, -0.134], [2.455, 2.515, -0.672], [-0.509, -0.006, 0.059], [0.586, 1.009, 1.413], [-1.548, 0.068, -3.449], [11.582, 1.004, -5.658], [0.558, 2.340, 0.122], [0.936, 6.319, -2.442], [1.281, 3.207, -3.451], [-0.009, 0.144, -0.192], [0.198, 1.270, -0.170], [-0.035, 0.339, 0.213], [0.794, 2.741, -1.925], [-0.070, 0.063, 0.323], [0.526, 0.003, 0.422], [-1.552, -1.966, 0.081], [7.079, -13.161, 5.742], [-0.191, -0.080, 0.097], [0.173, -0.545, 0.486], [-0.634, -1.666, -0.612]], "mulliken_charge": [-0.56, -0.41, 1.38, -1.32, -0.25, 0.88, 0.46, -0.24, 0.72, -0.95, 0.58, -1.48, 0.58, -0.71, 0.44, -1.66, -1.16, -0.24, 0.27, 0.44, 0.71, 0.30, 0.40, 0.31, -0.52, -0.54, 0.55, -1.14, -1.22, 0.45, 0.11, 0.49, 0.56, 0.41, 0.34, 0.39, 1.65, -0.74, 0.42, -0.53, -1.20, -0.11, 0.40, 0.26, -0.85, 0.31, 0.36, 0.35, -1.81, 0.16, -0.14, 0.05, -0.58, 0.89, 0.05, -0.36, 0.01, 0.45, 0.32, 0.42, 0.16, 0.52, -1.44, 1.96, -0.70, 0.66, -0.44, 0.57, -0.19, -0.27, -0.26, 0.41, 0.49, -0.33, 0.28, -0.09, -0.67, 0.13, -0.31, 0.22, -0.23, 0.62, -0.28, -0.13, -0.34, 0.42, -0.43, 0.45, 0.37, 0.05, -1.17, -0.94, -0.31, 0.31, -0.48, 1.41, -0.29, -0.24, -0.36, 0.88, 0.09, 0.56, 0.38, 0.46, 0.37, 0.03, -0.19, -0.23, 0.40], "total_energy_ha": -4833.8716, "e_above_lowest_kj_mol": 3524.2}